# 1
{"formula": "C30H22F5N6NiSe2", "method": "ωB97M-V with the def2-TZVPD basis set", "e_homo_ev": [-10.552, -10.550], "charge": 1, "orbital_gap_ha": [0.2700, 0.2699], "symbols": ["Ni", "C", "N", "C", "C", "C", "C", "C", "C", "N", "C", "C", "C", "C", "C", "C", "N", "C", "C", "C", "C", "C", "N", "H", "H", "H", "H", "H", "H", "H", "H", "H", "H", "H", "H", "H", "H", "H", "H", "H", "H", "Se", "N", "C", "C", "C", "C", "C", "C", "N", "H", "H", "H", "H", "F", "C", "C", "F", "C", "F", "C", "Se", "C", "F", "C", "F"], "coordinates": [[-0.01672, -0.43992, 0.43580], [0.25820, -3.05468, -1.13782], [1.10600, -1.87763, -0.92685], [2.26194, -2.14467, -0.05186], [2.73078, -0.88848, 0.64049], [4.06572, -0.58269, 0.82227], [4.40820, 0.54871, 1.55069], [3.40152, 1.34675, 2.06489], [2.08695, 0.98338, 1.83201], [1.75802, -0.11494, 1.15101], [1.48502, -1.24649, -2.20210], [1.10287, 0.21142, -2.30717], [1.16047, 0.87468, -3.52722], [0.89856, 2.23140, -3.55695], [0.60815, 2.88926, -2.36876], [0.55219, 2.14731, -1.20696], [0.77647, 0.82866, -1.17813], [-1.20918, -2.70045, -1.11334], [-2.13149, -3.45320, -1.82285], [-3.48281, -3.21834, -1.62953], [-3.86693, -2.25372, -0.71385], [-2.88456, -1.52921, -0.06559], [-1.57946, -1.72326, -0.27443], [0.43062, -3.76470, -0.32616], [0.50733, -3.57671, -2.06624], [3.08878, -2.61958, -0.59119], [1.93356, -2.83124, 0.73160], [4.82426, -1.22831, 0.40126], [5.44762, 0.80575, 1.70408], [3.61724, 2.24327, 2.62851], [1.26428, 1.59118, 2.17866], [1.03743, -1.78985, -3.03605], [2.56996, -1.32161, -2.33840], [1.40908, 0.33212, -4.43006], [0.92584, 2.77420, -4.49242], [0.41533, 3.95218, -2.34206], [0.31037, 2.61075, -0.25835], [-1.78818, -4.22357, -2.50033], [-4.22297, -3.79161, -2.17162], [-4.90820, -2.05189, -0.50822], [-3.14025, -0.75788, 0.64658], [-2.42949, 2.34522, 1.27828], [-1.97882, 1.23718, -0.05202], [-2.61786, 1.63217, -1.13270], [-2.53388, 0.99152, -2.41152], [-3.24581, 1.50768, -3.43967], [-4.07103, 2.67628, -3.28407], [-4.17712, 3.31583, -2.09772], [-3.44609, 2.80780, -0.97340], [-3.46882, 3.33961, 0.22967], [-1.91420, 0.11058, -2.52436], [-3.20439, 1.03626, -4.41338], [-4.61514, 3.03798, -4.14614], [-4.79178, 4.19506, -1.96396], [3.20866, 0.42363, 6.67275], [2.27511, 0.16083, 5.76779], [2.30840, -1.02815, 5.05627], [3.28360, -1.90601, 5.27697], [1.33172, -1.28596, 4.11070], [1.42650, -2.42788, 3.42029], [0.30784, -0.39022, 3.83656], [-1.05624, -0.80322, 2.57243], [0.30785, 0.79362, 4.56150], [-0.61798, 1.73118, 4.31469], [1.26718, 1.07939, 5.51751], [1.23978, 2.23322, 6.18013]], "atomic_forces_ev_per_a": [[0.0, -0.8, 1.1], [0.0, 0.2, 0.1], [0.4, -0.3, -0.4], [-0.1, 0.1, -0.1], [-0.2, -0.3, 0.1], [0.0, 0.0, 0.0], [0.0, 0.0, 0.0], [0.0, 0.0, 0.0], [0.0, 0.0, -0.1], [-0.3, 0.3, -0.3], [0.0, -0.1, 0.1], [0.1, 0.0, 0.1], [0.0, 0.0, 0.0], [0.0, 0.0, 0.0], [0.0, 0.0, 0.1], [0.1, 0.0, 0.0], [-0.4, -0.1, -0.3], [0.1, -0.1, 0.1], [0.0, 0.0, 0.1], [0.0, 0.0, 0.0], [0.0, 0.0, 0.0], [0.0, 0.0, 0.0], [0.2, 0.5, -0.3], [0.0, 0.0, 0.0], [0.0, 0.0, 0.0], [0.0, 0.0, 0.0], [0.0, 0.0, 0.0], [0.0, 0.0, 0.0], [0.0, 0.0, 0.0], [0.0, 0.0, 0.0], [-0.1, 0.0, 0.1], [0.0, 0.0, 0.0], [0.0, 0.0, 0.0], [0.0, 0.0, 0.0], [0.0, 0.0, 0.0], [0.0, 0.0, 0.0], [0.0, 0.0, 0.0], [0.0, 0.0, 0.0], [0.0, 0.0, 0.0], [0.0, 0.0, 0.0], [0.0, 0.0, 0.0], [-0.1, 0.0, -0.3], [-0.1, 0.1, 0.3], [0.0, 0.1, 0.0], [0.0, 0.0, 0.0], [0.0, 0.0, 0.0], [0.0, 0.0, 0.0], [0.0, 0.0, 0.0], [0.0, 0.0, 0.0], [0.1, -0.1, 0.2], [0.0, 0.0, 0.0], [0.0, 0.0, 0.0], [0.0, 0.0, 0.0], [0.0, 0.0, 0.0], [0.0, 0.0, 0.0], [-0.1, 0.0, 0.0], [0.0, 0.0, 0.0], [0.0, 0.0, 0.0], [0.0, 0.0, 0.0], [0.0, -0.1, 0.0], [-0.1, -0.1, 0.2], [0.5, 0.2, -0.6], [-0.1, 0.1, -0.1], [0.1, -0.1, 0.1], [0.1, 0.0, 0.0], [0.0, 0.0, 0.0]]}



# 2
{"formula": "C25H40F9I2N3O5SSi2", "method": "ωB97M-V with the def2-TZVPD basis set", "e_homo_ev": -5.182, "orbital_gap_ha": 0.0547, "symbols": ["C", "C", "O", "N", "C", "C", "I", "C", "C", "I", "C", "C", "C", "O", "O", "O", "C", "C", "C", "C", "F", "F", "C", "F", "F", "S", "F", "F", "F", "F", "F", "C", "C", "C", "O", "N", "C", "C", "H", "H", "H", "H", "H", "H", "H", "H", "H", "H", "H", "H", "H", "H", "H", "H", "H", "H", "H", "H", "H", "H", "C", "Si", "C", "C", "N", "Si", "C", "C", "C", "H", "H", "H", "H", "H", "H", "H", "H", "H", "H", "H", "H", "H", "H", "H", "H", "H", "H"], "coordinates": [[-0.01992, 4.38950, 1.29879], [-1.07179, 4.90304, 0.15850], [-1.02867, 4.19271, -1.12292], [0.17013, 3.65059, -1.38604], [1.42530, 4.46266, -1.77009], [1.35743, 6.13038, -1.87554], [-0.06084, 6.92328, -3.38304], [2.18988, 6.99962, -0.97360], [3.23544, 6.44830, 0.16249], [1.97918, 9.19227, -1.15919], [2.87875, 3.78479, -2.12688], [3.01460, 2.14558, -2.07124], [4.48187, 1.50624, -2.46139], [5.10845, 2.04894, -3.52571], [5.15314, 0.41033, -1.73398], [5.40715, 0.85847, -0.53147], [1.66690, 1.29667, -1.67180], [1.81004, -0.35361, -1.62503], [2.18004, -0.92851, -3.11018], [1.42053, -2.31561, -3.54388], [2.39103, -3.19430, -4.25683], [1.14256, -3.04275, -2.24592], [-0.02848, -2.13677, -4.26260], [-0.96610, -3.27519, -3.95758], [-0.67217, -0.92407, -3.64473], [-0.04984, -1.88678, -6.10043], [-0.68950, -0.28800, -5.83895], [1.50153, -1.17754, -6.18276], [0.49772, -3.46449, -6.47363], [-1.67666, -2.52186, -6.14552], [-0.20221, -1.60481, -7.78976], [0.24177, 2.10872, -1.34389], [-1.17094, 1.29019, -0.97886], [-1.46830, 1.18637, 0.62655], [-0.42635, 0.77708, 1.40271], [-2.77063, 1.43557, 1.34261], [-3.85105, 2.00758, 0.45634], [-2.63939, 2.37797, 2.51754], [0.31174, 3.27122, 1.21909], [0.91260, 5.12553, 1.27205], [-0.49302, 4.51011, 2.38828], [-2.20891, 4.87090, 0.52028], [-0.84528, 6.04941, -0.08488], [3.40276, 5.29015, 0.16294], [2.86615, 6.75400, 1.25484], [4.26145, 7.03815, 0.01972], [3.78185, 4.49116, -2.41917], [5.25801, 0.07385, 0.09479], [2.75535, -0.56755, -0.93249], [0.81678, -0.75325, -1.15674], [1.83458, -0.09360, -3.88867], [3.34749, -1.04607, -3.23519], [-1.14389, 0.16601, -1.38012], [-2.00224, 1.82510, -1.61214], [-4.88654, 2.09539, 1.03689], [-3.98103, 1.42995, -0.57988], [-3.53445, 3.11041, 0.17606], [-1.72654, 2.15552, 3.21747], [-3.61047, 2.20658, 3.18862], [-2.68352, 3.52958, 2.21690], [-1.74389, -7.12343, 4.66613], [-1.05008, -5.69001, 3.64513], [-0.77957, -6.34817, 1.91095], [0.61366, -5.25214, 4.39281], [-2.18250, -4.36511, 3.69494], [-1.84854, -2.87682, 2.84905], [-1.69220, -3.11136, 0.99525], [-0.30851, -2.01248, 3.48075], [-3.29334, -1.68362, 3.11926], [-1.04739, -7.96652, 4.64445], [-1.88711, -6.82440, 5.70845], [-2.70234, -7.46113, 4.26139], [-0.24533, -7.30349, 1.94963], [-0.17568, -5.66497, 1.30915], [-1.73309, -6.51564, 1.39978], [0.48924, -4.77718, 5.37078], [1.18460, -4.58141, 3.74755], [1.21322, -6.15704, 4.53238], [-0.76029, -3.61264, 0.72663], [-1.69452, -2.13916, 0.49239], [-2.53066, -3.69452, 0.60309], [-0.32106, -1.94014, 4.57260], [-0.25577, -0.99668, 3.07694], [0.60231, -2.53079, 3.17429], [-3.41747, -1.46804, 4.18623], [-4.22449, -2.10850, 2.73895], [-3.10264, -0.73974, 2.60031]], "atomic_forces_ev_per_a": [[0.1, 0.7, 0.7], [-0.4, 2.1, 1.9], [0.2, 0.2, 0.4], [5.2, -3.5, -1.4], [2.0, -0.6, -0.6], [2.1, 0.3, 3.0], [1.3, -0.9, 1.4], [-2.0, -3.2, -2.0], [0.1, 1.1, 0.4], [0.3, -2.0, 0.3], [-3.7, -2.3, 1.0], [-2.8, 2.0, 1.1], [2.3, 3.1, -5.1], [-4.1, -3.8, 7.1], [-2.6, 0.7, -6.4], [0.6, 0.4, 6.2], [0.3, 3.2, -0.2], [0.2, 1.2, 0.5], [-0.5, 1.0, -1.3], [2.2, -1.7, 2.9], [-3.4, 2.6, 1.7], [0.5, 1.9, -3.9], [-2.9, -0.9, 3.9], [3.7, 3.9, -0.9], [2.2, -4.0, -1.3], [-2.4, 0.9, -5.0], [1.3, -3.1, -1.2], [-2.9, -1.9, 0.5], [-0.6, 3.6, 1.3], [3.4, 1.7, -0.1], [0.5, -0.6, 3.6], [2.6, -0.3, -0.4], [-0.1, 0.1, -0.9], [4.0, -1.6, 5.0], [-5.9, 2.7, -5.0], [2.1, 1.7, -2.6], [-0.6, 0.9, -1.1], [-0.9, 0.2, 2.1], [-0.7, 2.1, 0.0], [-1.9, -1.8, 0.0], [0.9, -0.2, -2.6], [2.6, -0.3, -1.0], [-0.4, -2.5, 0.5], [-0.4, 2.3, -0.3], [0.6, -0.6, -2.5], [-2.2, -1.5, 0.2], [-2.2, -1.7, 0.7], [0.1, 1.4, -1.3], [-2.4, 0.4, -1.3], [2.2, 0.5, -0.9], [0.8, -1.9, 1.5], [-2.5, -0.1, 0.3], [0.3, 2.6, 0.9], [1.5, -0.9, 1.5], [2.4, -0.5, -1.3], [0.2, 1.0, 2.6], [-0.8, -1.9, 0.4], [-1.7, 0.3, -1.8], [2.1, 0.3, -1.5], [0.3, -2.4, 0.3], [0.2, 0.0, -0.1], [-1.9, 1.3, 0.5], [0.3, -0.3, -0.2], [0.4, -0.2, 0.1], [1.5, 0.4, -1.1], [-1.0, -1.9, 1.6], [0.1, 0.2, -0.5], [0.2, 0.5, -0.1], [0.2, 0.1, -0.1], [0.0, -0.1, 0.1], [0.0, 0.0, -0.1], [0.0, 0.1, 0.1], [0.0, 0.0, -0.1], [-0.1, 0.0, 0.0], [0.1, 0.1, 0.1], [0.0, 0.0, -0.1], [0.0, 0.0, 0.0], [0.1, 0.0, 0.0], [0.0, -0.1, 0.0], [0.0, 0.2, -0.1], [0.1, 0.0, 0.1], [0.0, -0.1, -0.1], [0.0, 0.0, 0.0], [0.0, 0.0, 0.1], [0.0, -0.1, -0.1], [0.0, 0.0, 0.0], [-0.1, 0.0, 0.0]]}